{
  "formula": "C6H9NO",
  "method": "ωB97M-V/def2-TZVPD",
  "max_force_ha_per_bohr": 0.058,
  "molar_mass_g_mol": 111.14,
  "homo_energy_ev": -9.3,
  "orbital_gap_ev": 10.16,
  "smiles": "C=C1[C@H](N)C=C[C@@H]1O",
  "charge": 0,
  "e_tot_ha": -363.94978,
  "species": ["C", "C", "C", "N", "C", "C", "C", "O", "H", "H", "H", "H", "H", "H", "H", "H", "H"],
  "xyz": [[-0.07992, 2.02149, 0.16842], [-0.13348, 0.70327, 0.32817], [1.09792, -0.18124, 0.33717], [2.23966, 0.33072, -0.50018], [0.40409, -1.50250, -0.04427], [-0.91041, -1.49913, 0.07169], [-1.37625, -0.12934, 0.34152], [-2.28024, 0.46573, -0.63192], [-1.00243, 2.62830, 0.11078], [0.95010, 2.44109, 0.02340], [1.46446, -0.32789, 1.40005], [1.97973, 0.24304, -1.47168], [3.01948, -0.31439, -0.25067], [1.01341, -2.38288, -0.33485], [-1.46213, -2.31528, -0.25436], [-1.77085, -0.10340, 1.32907], [-3.15314, -0.07757, -0.62234]]
}

{
  "formula": "C4H12OS",
  "method": "ωB97M-V/def2-TZVPD",
  "spin_multiplicity": 2,
  "s2": 0.7532,
  "max_force_ha_per_bohr": 0.090,
  "molar_mass_g_mol": 108.21,
  "homo_energy_ev": [-13.6, -13.6],
  "orbital_gap_ev": [9.84, 4.99],
  "charge": 1,
  "e_tot_ha": -632.64054,
  "species": ["C", "S", "C", "H", "H", "H", "H", "H", "H", "C", "O", "C", "H", "H", "H", "H", "H", "H"],
  "xyz": [[1.24987, -0.43759, -1.59241], [1.62658, -1.00306, 0.08175], [2.38018, 0.59734, 0.61734], [2.12718, -0.19815, -2.23692], [0.65421, 0.51471, -1.53711], [0.65755, -1.13998, -2.22668], [1.79181, 1.18832, 1.36666], [3.36266, 0.46937, 1.14029], [2.46409, 1.13476, -0.36431], [-2.43184, 0.02096, 0.56454], [-3.31288, 0.71538, -0.28423], [-1.14715, 0.86079, 0.68106], [-2.92749, -0.23442, 1.51872], [-2.12586, -1.04009, 0.21848], [-3.56981, 0.15318, -1.01910], [-0.68980, 0.87736, 1.84531], [-0.22979, 0.47708, 0.25903], [-1.34352, 1.87471, 0.37833]]
}

{
  "formula": "C3H5ClO2P",
  "method": "ωB97M-V/def2-TZVPD",
  "max_force_ha_per_bohr": 0.066,
  "molar_mass_g_mol": 139.50,
  "homo_energy_ev": -4.0,
  "orbital_gap_ev": 7.82,
  "charge": -1,
  "e_tot_ha": -1069.34016,
  "species": ["C", "C", "C", "O", "O", "P", "Cl", "H", "H", "H", "H", "H"],
  "xyz": [[-1.47797, -0.39976, 0.17884], [-0.82785, -1.34541, -0.82015], [2.03136, 1.36175, 0.72048], [-2.38700, -0.67996, 0.94672], [-1.01984, 0.77672, 0.22620], [0.76304, 1.30475, -0.44680], [2.80980, -0.30203, 0.44413], [-1.44022, -2.19587, -0.92413], [-0.68861, -0.72703, -1.82012], [0.09992, -1.66684, -0.30297], [0.31774, 2.62346, 0.03053], [1.81963, 1.25022, 1.76727]]
}

{
  "formula": "C29H34F6O23S5V2Zn",
  "method": "ωB97M-V/def2-TZVPD",
  "spin_multiplicity": 4,
  "s2": 3.9834,
  "max_force_ha_per_bohr": 0.126,
  "molar_mass_g_mol": 1192.17,
  "homo_energy_ev": [-3.8, -3.8],
  "orbital_gap_ev": [2.16, 2.72],
  "charge": -1,
  "e_tot_ha": -9113.35834,
  "species": ["Zn", "O", "V", "O", "V", "C", "C", "C", "O", "C", "C", "C", "O", "O", "O", "H", "H", "C", "C", "C", "O", "C", "C", "C", "O", "O", "O", "H", "H", "C", "F", "F", "F", "S", "O", "O", "O", "C", "F", "F", "F", "S", "O", "O", "O", "C", "C", "O", "C", "H", "H", "H", "H", "H", "H", "C", "C", "C", "S", "O", "O", "C", "H", "H", "H", "H", "H", "H", "H", "H", "C", "C", "C", "S", "O", "O", "C", "H", "H", "H", "H", "H", "H", "H", "H", "C", "C", "C", "S", "O", "O", "C", "H", "H", "H", "H", "H", "H", "H", "H"],
  "xyz": [[-0.21064, -0.16544, 3.23837], [-6.65732, 1.07105, -2.23035], [-5.30634, 0.28565, -1.94095], [-1.54046, 3.16507, -6.27994], [-1.40349, 1.86902, -5.21018], [-1.73367, -0.87603, -0.38123], [-2.08106, -0.82296, -1.67442], [-1.08044, -0.34919, -2.69698], [-1.37750, 0.03374, -3.93111], [0.18247, -0.11922, -2.38021], [0.65538, -0.05210, -0.94897], [-0.45457, -0.42067, 0.13474], [-0.08382, -0.36285, 1.32111], [1.80516, 0.11646, -0.65560], [-3.32925, -1.09271, -1.94733], [-2.53187, -1.09754, 0.31173], [0.91125, 0.23324, -3.09510], [-5.72640, -1.06152, 3.68701], [-4.45498, -0.60574, 3.96351], [-3.60593, 0.12752, 2.98979], [-2.39494, 0.48476, 3.17781], [-4.06232, 0.38076, 1.75918], [-5.32296, -0.04600, 1.32902], [-6.21861, -0.77333, 2.32618], [-7.41991, -0.93694, 2.03995], [-5.72318, 0.11043, 0.14502], [-4.05063, -0.74572, 5.22039], [-6.42989, -1.61678, 4.28967], [-3.36919, 0.84205, 1.07132], [2.96420, 3.41730, -3.90217], [3.88206, 4.29724, -4.36031], [3.42263, 2.60736, -3.04739], [2.00443, 4.07790, -3.25270], [2.07234, 2.47099, -5.41499], [0.64797, 2.36258, -5.05462], [2.19839, 3.41050, -6.49759], [2.82687, 1.19046, -5.57326], [-5.96905, 2.10337, -5.77217], [-7.24512, 1.68656, -5.83648], [-5.56276, 2.60103, -6.97495], [-5.90873, 3.15882, -4.87879], [-4.72877, 0.61627, -5.35036], [-3.38988, 1.24419, -5.52094], [-4.90807, 0.37717, -3.92156], [-5.05519, -0.52068, -6.19498], [4.38998, -1.08093, -4.18957], [5.15285, -0.70152, -2.86933], [6.27229, -0.26652, -2.99649], [4.70805, -1.13161, -1.46576], [3.49030, -0.46601, -4.16635], [4.25489, -2.15233, -4.33779], [5.02066, -0.61932, -4.94934], [5.09845, -0.42694, -0.73151], [5.02111, -2.16433, -1.31217], [3.65766, -0.87541, -1.32744], [-0.55548, -5.70414, 3.75476], [0.33703, -5.30708, 2.56227], [-0.54850, -4.46562, 1.68049], [-1.42324, -3.32278, 2.82368], [-2.83666, -3.20772, 2.53354], [-0.68051, -2.12373, 3.26727], [-1.23216, -4.44547, 4.24638], [-0.03729, -6.12081, 4.61846], [-1.33585, -6.46487, 3.73490], [0.69881, -6.15341, 1.97835], [1.23645, -4.80912, 2.92444], [-1.32001, -5.02349, 1.14978], [-0.02495, -3.88628, 0.91998], [-2.21501, -4.64882, 4.67152], [-0.73891, -3.92623, 5.06808], [5.02870, 0.52919, 3.94712], [5.29995, -0.12826, 2.56739], [3.89332, -0.39715, 1.95582], [2.98610, -1.05500, 3.40607], [3.01805, -2.53920, 3.36675], [1.72853, -0.36981, 3.54480], [4.20281, -0.52841, 4.69339], [4.57278, 1.51840, 3.90567], [5.95540, 0.81349, 4.44560], [5.83289, -1.04712, 2.81191], [5.83533, 0.47846, 1.83708], [3.94420, -1.14473, 1.16422], [3.36914, 0.53945, 1.76582], [4.75358, -1.44981, 4.88249], [3.78146, -0.19257, 5.64091], [1.11390, 4.15563, 0.01008], [-0.22864, 3.54636, -0.51213], [-0.92595, 3.13091, 0.71482], [0.22375, 3.04588, 2.15145], [0.17432, 1.83402, 2.87130], [0.01165, 4.31716, 2.90260], [1.69260, 3.26760, 1.07048], [0.83424, 5.18570, 0.23114], [1.80081, 4.21021, -0.83449], [-0.03936, 2.72581, -1.20421], [-0.77924, 4.39839, -0.91090], [-1.41550, 2.18180, 0.49657], [-1.71464, 3.79421, 1.06991], [1.89662, 2.24026, 0.76870], [2.52702, 3.75754, 1.57228]]
}